1.
Formula: C21H24ErN2O2P2
Source: the OMol25 dataset
Level of theory: ωB97M-V/def2-TZVPD

Values from the calculation:
* LUMO level (spin up / spin down): -3.63 / -3.62 eV
* relative energy (zero: lowest compared OMol25 entry of this formula, charge and spin): 0.0 kcal/mol
* <S²>: 3.75

Geometry as ORCA input:
```
! wB97M-V def2-TZVPD RIJCOSX def2/J DEFGRID3
* xyz 1 4
C 1.76 -3.57 0.55
C 1.44 -2.22 0.68
C 1.21 -1.47 -0.51
C 1.26 -2.09 -1.76
C 1.54 -3.45 -1.86
C 1.81 -4.19 -0.71
C 0.72 -1.30 -2.95
C 1.11 0.18 -2.80
C 1.07 0.71 -1.50
C 1.15 2.12 -1.30
C 1.25 2.94 -2.43
C 1.33 2.39 -3.71
C 1.28 1.01 -3.90
H 1.95 -4.16 1.45
H 1.55 -3.91 -2.85
H 2.04 -5.25 -0.78
H 1.15 -1.69 -3.88
H 1.26 4.02 -2.30
H 1.43 3.05 -4.58
H 1.34 0.56 -4.89
N 0.72 -0.15 -0.43
Er -1.35 0.11 0.00
C 1.21 -1.58 2.02
H 1.76 -0.63 2.10
H 1.51 -2.25 2.84
C 1.00 2.72 0.08
H 1.60 2.16 0.82
H 1.29 3.78 0.10
P -0.59 -1.18 2.26
P -0.77 2.64 0.67
C -1.54 3.91 -0.38
H -2.60 3.98 -0.10
H -1.06 4.89 -0.23
H -1.48 3.63 -1.44
C -0.68 3.43 2.30
H -0.27 4.44 2.22
H -1.70 3.47 2.71
H -0.06 2.82 2.98
C -1.28 -2.85 2.49
H -0.92 -3.28 3.43
H -2.38 -2.76 2.52
H -1.01 -3.51 1.65
C -0.60 -0.53 3.96
H -1.64 -0.39 4.26
H -0.11 -1.25 4.64
H -0.08 0.44 3.99
C -0.73 -1.43 -2.98
O -1.49 -0.96 -2.10
H -0.91 -2.01 -3.92
O -5.66 -0.50 1.49
C -4.50 -0.45 1.19
N -3.33 -0.40 0.89
*
```

Atom charges from the natural (NBO) analysis, given in e for atoms 1 to 5: -0.188, -0.045, 0.148, -0.043, -0.183

***

2.
Formula: C21H24F3N5O
Source: the OMol25 dataset
Level of theory: ωB97M-V/def2-TZVPD

Values from the calculation:
* LUMO level: -0.61 eV
* SMILES: CCN(CC)CCCNC(=O)c1cc2nc(-c3ccccc3)cc(C(F)(F)F)n2n1

Geometry as ORCA input:
```
! wB97M-V def2-TZVPD RIJCOSX def2/J DEFGRID3
* xyz 0 1
C -3.21 -2.72 0.93
C -2.92 -1.41 1.67
N -3.18 -0.23 0.86
C -2.46 0.94 1.33
C -2.78 1.42 2.75
C -4.58 -0.01 0.58
C -4.84 0.82 -0.68
C -4.22 0.21 -1.94
N -2.79 0.28 -1.93
C -2.00 -0.81 -1.94
O -2.37 -1.94 -2.20
C -0.58 -0.50 -1.61
C 0.47 -1.40 -1.51
C 1.57 -0.64 -1.12
N 2.83 -0.93 -0.85
C 3.66 0.02 -0.49
C 5.04 -0.36 -0.21
C 5.32 -1.70 0.08
C 6.61 -2.10 0.36
C 7.65 -1.18 0.34
C 7.38 0.15 0.03
C 6.09 0.56 -0.25
C 3.21 1.37 -0.36
C 1.91 1.66 -0.63
C 1.31 3.05 -0.50
F 0.33 3.09 0.41
F 0.80 3.49 -1.65
F 2.23 3.94 -0.12
N 1.08 0.67 -1.02
N -0.20 0.75 -1.31
H -4.28 -2.93 0.88
H -2.82 -2.67 -0.08
H -2.73 -3.54 1.45
H -3.49 -1.40 2.61
H -1.86 -1.39 1.92
H -2.66 1.76 0.64
H -1.39 0.72 1.26
H -2.20 2.31 2.96
H -2.52 0.66 3.49
H -3.83 1.65 2.86
H -5.11 0.46 1.43
H -5.04 -0.99 0.43
H -5.92 0.89 -0.82
H -4.45 1.83 -0.55
H -4.49 -0.85 -2.03
H -4.60 0.74 -2.82
H -2.35 1.15 -1.64
H 0.44 -2.46 -1.69
H 4.50 -2.40 0.10
H 6.82 -3.13 0.59
H 8.66 -1.49 0.55
H 8.19 0.87 0.00
H 5.91 1.59 -0.51
H 3.88 2.15 -0.03
*
```

Atom charges from the natural (NBO) analysis, given in e for atoms 1 to 5: -0.629, -0.207, -0.469, -0.204, -0.637

***

3.
Formula: C21H24FN3O3PtS2
Source: the OMol25 dataset
Level of theory: ωB97M-V/def2-TZVPD

Values from the calculation:
* LUMO level: -1.91 eV
* relative energy (zero: lowest compared OMol25 entry of this formula, charge and spin): 35.0 kcal/mol

Geometry as ORCA input:
```
! wB97M-V def2-TZVPD RIJCOSX def2/J DEFGRID3
* xyz 0 1
Pt -1.60 2.01 3.85
F -3.30 -0.51 -2.28
C -2.03 -0.46 -1.78
C -1.86 -0.08 -0.48
C -0.60 -0.07 0.09
C -0.44 0.35 1.50
O -1.45 0.86 2.03
C 0.86 0.14 2.06
C 1.87 -0.18 1.22
N 1.76 -0.43 -0.12
C 2.93 -0.71 -0.92
C 4.04 -1.51 -0.32
C 3.17 -2.12 -1.39
C 0.51 -0.43 -0.70
C 0.32 -0.76 -2.05
C -0.95 -0.81 -2.60
N -1.06 -1.20 -3.97
C -2.18 -0.82 -4.80
C -3.30 -1.86 -4.82
N -2.71 -3.19 -5.20
C -1.60 -3.58 -4.25
C -0.53 -2.50 -4.32
C 1.22 0.10 3.58
O 2.45 0.05 3.80
O 0.25 0.06 4.34
H -2.71 0.21 0.13
H 2.85 -0.25 1.65
H 3.20 0.09 -1.59
H 3.91 -1.88 0.68
H 5.04 -1.22 -0.58
H 2.46 -2.87 -1.07
H 3.58 -2.26 -2.38
H 1.17 -0.96 -2.68
H -1.81 -0.70 -5.83
H -2.58 0.13 -4.49
H -4.08 -1.62 -5.55
H -3.74 -1.98 -3.84
H -2.31 -3.12 -6.14
H -3.43 -3.91 -5.23
H -1.23 -4.56 -4.55
H -2.04 -3.64 -3.25
H -0.11 -2.47 -5.33
H 0.28 -2.77 -3.64
C 1.81 4.66 5.04
C 0.43 4.06 5.01
S -0.14 3.62 3.38
C -0.39 3.89 6.04
C -0.15 4.33 7.45
S -1.96 3.12 5.74
H 2.46 4.12 4.34
H 2.26 4.58 6.03
H 1.81 5.71 4.74
H 0.84 4.74 7.59
H -0.28 3.50 8.15
H -0.88 5.10 7.73
*
```

Atom charges from the natural (NBO) analysis, given in e for atoms 1 to 5: 0.515, -0.355, 0.305, -0.191, -0.146